Entry 1:
20
Properties=species:S:1:pos:R:3 method="wB97M-V/def2-TZVPD" total_charge=+1 lumo_ev=-3.59 homo_energy_ev=-13.829 relative_energy_kcal_mol=78.46 homo_lumo_gap_ev=10.242
N 0.578 1.040 -2.433
C 0.970 1.356 -1.408
C 1.247 1.543 -0.082
C 1.376 2.202 1.031
C 1.675 0.751 1.239
C 0.621 -0.039 1.981
C -0.486 -0.634 1.543
N -0.662 -0.686 0.121
C -0.076 -1.585 -0.661
C -0.736 -1.577 -1.880
N -1.720 -0.681 -1.739
C -1.702 -0.135 -0.535
H 1.013 3.067 1.584
H 2.673 0.524 1.620
H 0.833 0.008 3.096
H -1.369 -0.887 2.137
H 0.789 -2.184 -0.399
H -0.326 -2.081 -2.737
H -2.345 -0.516 -2.555
H -2.354 0.515 0.077



Entry 2:
24
Properties=species:S:1:pos:R:3 method="wB97M-V/def2-TZVPD" total_charge=+1 lumo_ev="-2.91 / -6.60" multiplicity=5 homo_energy_ev="-12.742 / -13.480" relative_energy_kcal_mol=6.56 s_squared=6.0395 homo_lumo_gap_ev="9.831 / 6.881"
Pd 0.996 -0.687 -0.715
O -1.172 -0.722 -0.222
C -0.982 0.499 -0.531
O -0.392 0.821 -1.601
C -1.125 1.528 0.539
C -2.278 2.195 0.857
C -2.252 3.144 1.886
C -1.082 3.418 2.593
C 0.078 2.743 2.293
C 0.080 1.771 1.264
S 1.508 0.901 0.976
H -3.197 2.005 0.320
H -3.161 3.676 2.134
H -1.088 4.159 3.380
H 0.993 2.933 2.839
N 0.576 -2.423 -2.430
C 1.340 -3.543 -2.179
C 2.448 -3.337 -0.553
O 2.629 -4.449 -0.215
O 2.667 -2.155 -0.385
H -0.425 -2.494 -2.288
H 0.822 -1.857 -3.232
H 2.204 -3.675 -2.822
H 0.814 -4.448 -1.908



Entry 3:
19
Properties=species:S:1:pos:R:3 method="wB97M-V/def2-TZVPD" total_charge=0 smiles="C[C@]1(c2ccccc2)OC1=O" lumo_ev=0.62 homo_energy_ev=-9.422 relative_energy_kcal_mol=51.19 homo_lumo_gap_ev=10.044
C 1.674 -1.971 -0.034
C 1.434 -0.367 -0.248
C 0.009 0.116 -0.161
C -0.248 1.462 -0.437
C -1.523 1.960 -0.225
C -2.563 1.131 0.124
C -2.339 -0.228 0.254
C -1.067 -0.746 0.151
O 2.464 0.339 -1.153
C 2.566 0.422 0.125
O 3.294 0.851 0.959
H 1.155 -2.073 0.952
H 2.741 -2.274 -0.051
H 1.063 -2.634 -0.845
H 0.556 2.150 -0.794
H -1.625 3.051 0.054
H -3.544 1.656 0.355
H -3.001 -1.006 0.594
H -1.046 -1.839 0.381



Entry 4:
30
Properties=species:S:1:pos:R:3 method="wB97M-V/def2-TZVPD" total_charge=-1 lumo_ev=1.94 homo_energy_ev=-6.033 homo_lumo_gap_ev=7.971
Al -0.045 0.419 0.419
O 6.808 -0.216 -0.041
C 6.169 0.847 -0.054
O 6.500 2.037 -0.078
C 4.602 0.625 -0.037
C 4.074 -0.662 0.030
C 2.711 -0.844 0.081
N 1.857 0.187 0.044
C 2.359 1.440 -0.043
C 3.713 1.694 -0.067
C 1.326 2.536 -0.164
O 1.627 3.689 -0.330
O 0.089 2.070 -0.104
H 4.764 -1.495 0.037
H 2.262 -1.828 0.127
H 4.081 2.709 -0.123
O -2.599 0.957 2.482
S -1.865 -0.095 1.864
O -2.245 -1.433 2.200
O -1.793 0.108 0.310
O -0.313 0.077 2.123
C -0.273 -3.590 -1.402
S -0.466 -2.498 0.050
C 0.364 -3.520 1.298
H -0.995 -4.400 -1.320
H 0.739 -3.983 -1.475
H -0.508 -2.983 -2.273
H 1.275 -3.952 0.888
H -0.318 -4.299 1.632
H 0.591 -2.859 2.132



In eV, the E values for the records above are, in order, -13922.312; -33448.001; -13555.467; -55624.687.